{
  "formula": "C16H48O8",
  "method": "the ωB97M-V functional and the def2-TZVPD basis",
  "species": ["C", "C", "O", "H", "H", "H", "H", "H", "H", "C", "C", "O", "H", "H", "H", "H", "H", "H", "C", "C", "O", "H", "H", "H", "H", "H", "H", "C", "C", "O", "H", "H", "H", "H", "H", "H", "C", "C", "O", "H", "H", "H", "H", "H", "H", "C", "C", "O", "H", "H", "H", "H", "H", "H", "C", "C", "O", "H", "H", "H", "H", "H", "H", "C", "C", "O", "H", "H", "H", "H", "H", "H"],
  "xyz": [[12.35096, 20.59742, -4.49592], [11.99002, 19.12832, -4.77147], [11.08613, 19.16631, -5.84285], [11.52124, 21.26500, -4.26355], [12.94703, 20.97623, -5.32617], [13.06619, 20.74374, -3.68652], [11.69882, 18.59777, -3.86493], [12.90759, 18.62028, -5.06823], [10.85738, 18.28578, -6.14937], [16.66183, 23.80533, -4.25335], [16.84563, 23.40301, -5.71715], [16.07142, 24.27521, -6.45442], [15.66475, 23.46034, -3.97964], [16.66316, 24.88812, -4.12826], [17.44064, 23.35056, -3.64120], [16.46550, 22.41037, -5.95854], [17.92045, 23.45417, -5.89107], [16.54818, 25.10259, -6.55317], [11.82811, 24.60062, -4.94951], [12.92265, 25.04799, -6.01360], [14.09020, 25.49591, -5.48048], [12.05306, 23.72396, -4.34208], [10.88626, 24.31152, -5.41581], [11.64470, 25.35896, -4.18834], [12.60210, 25.77531, -6.75949], [13.17905, 24.15413, -6.58226], [14.78830, 24.84219, -5.56350], [13.96272, 26.20498, -2.40030], [15.11897, 27.20404, -2.43223], [16.06814, 26.99692, -1.31768], [13.44228, 26.57252, -3.28470], [13.29538, 26.27644, -1.54144], [14.27684, 25.16892, -2.52684], [14.72205, 28.21312, -2.32132], [15.64748, 27.20326, -3.38553], [15.64035, 27.26360, -0.50069], [10.90100, 24.35637, 0.85045], [10.77425, 23.78961, -0.56149], [10.74887, 24.72625, -1.60597], [11.18200, 23.62131, 1.60466], [9.94806, 24.78622, 1.15901], [11.69939, 25.09812, 0.87210], [9.83235, 23.24173, -0.53395], [11.48868, 23.00094, -0.79749], [10.35483, 24.32877, -2.38593], [7.01905, 24.15043, -4.98341], [7.82676, 24.15128, -3.63944], [8.92711, 23.28769, -3.80727], [6.57422, 23.20416, -5.29130], [7.61240, 24.61357, -5.77178], [6.10777, 24.73829, -4.87342], [7.25514, 23.93099, -2.73787], [8.23242, 25.16140, -3.58290], [8.53497, 22.42301, -3.94922], [15.71370, 29.70058, -7.06738], [14.87200, 28.49792, -7.20341], [14.61188, 28.27554, -5.82235], [16.05377, 30.16256, -7.99421], [16.62820, 29.44427, -6.53249], [15.20257, 30.59452, -6.71000], [15.39094, 27.62786, -7.60563], [13.96003, 28.58579, -7.79392], [14.53860, 27.33998, -5.61993], [10.95319, 27.92765, -7.50326], [9.64937, 28.47492, -8.26957], [9.81724, 29.83142, -8.49706], [11.16706, 26.87728, -7.70095], [10.86697, 28.05391, -6.42404], [11.79989, 28.46749, -7.92726], [8.73210, 28.48348, -7.68081], [9.60867, 27.89099, -9.18906], [9.70382, 30.25307, -7.64211]],
  "homo_energy_ev": -9.65,
  "total_charge": 0,
  "largest_force_ha_per_bohr": 0.0585,
  "smiles": "CCO.CCO.CCO.CCO.CCO.CCO.CCO.CCO",
  "homo_lumo_gap_ev": 10.16
}